DFT (ωB97M-V/def2-TZVPD) results for 4 unconnected molecules or ions with the total composition C15H36BNO14P3 in a non-equilibrium geometry.

Last column: natural (NBO) charge in e.
Atoms and positions in Å:
C 0.283 -0.017 -0.858  -0.285
C 1.028 1.186 -0.945  -0.547
P 2.577 1.464 0.106  0.810
C 2.145 2.805 1.340  -0.709
C 2.841 2.681 2.760  -0.417
C 4.136 3.598 2.945  -0.431
C 5.214 3.417 1.808  -0.079
O 5.759 2.081 1.827  -0.747
P 4.156 1.971 -1.301  -0.135
P 3.810 3.906 -2.251  2.007
O 3.436 3.682 -3.705  -1.015
O 5.306 4.727 -2.189  -0.941
O 2.634 4.845 -1.499  -0.952
B 3.006 -0.250 0.859  0.930
N 2.061 -1.120 1.617  -1.166
O 4.341 -0.756 0.643  -0.922
H -0.085 -0.525 -1.805  0.237
H -0.017 -0.488 0.125  0.240
H 0.631 1.972 -1.643  0.276
H 1.012 2.887 1.420  0.304
H 2.470 3.808 0.901  0.261
H 3.092 1.633 3.091  0.210
H 2.086 3.071 3.521  0.248
H 4.621 3.241 3.912  0.243
H 3.810 4.680 3.064  0.233
H 6.062 4.142 2.051  0.199
H 4.857 3.722 0.769  0.142
H 6.349 2.018 1.054  0.485
H 4.070 1.025 -2.389  0.132
H 6.013 4.047 -2.144  0.510
H 3.063 5.493 -0.895  0.515
H 2.466 -1.157 2.570  0.414
H 2.178 -2.060 1.215  0.417
H 4.963 -0.232 1.199  0.530
C -0.623 -2.399 2.696  -0.254
O -2.034 -2.570 2.604  -0.497
C -2.408 -3.743 2.073  0.978
O -1.669 -4.612 1.690  -0.641
O -3.744 -3.777 2.043  -0.489
C -4.288 -4.980 1.496  -0.259
H -0.433 -1.421 3.137  0.193
H -0.183 -3.161 3.343  0.197
H -0.168 -2.425 1.706  0.178
H -3.993 -5.843 2.095  0.198
H -3.975 -5.107 0.458  0.192
H -5.373 -4.894 1.523  0.203
C -1.577 4.500 -1.420  -0.261
O -1.726 3.688 -0.254  -0.519
C -2.980 3.632 0.221  0.976
O -3.935 4.189 -0.245  -0.616
O -2.977 2.845 1.305  -0.504
C -4.258 2.692 1.920  -0.260
H -0.526 4.471 -1.713  0.186
H -2.176 4.107 -2.243  0.203
H -1.847 5.535 -1.206  0.203
H -4.964 2.227 1.230  0.199
H -4.636 3.655 2.267  0.198
H -4.135 2.038 2.783  0.199
C -1.827 -5.813 -2.521  -0.256
O -3.060 -6.469 -2.805  -0.493
C -3.812 -5.846 -3.723  0.979
O -3.529 -4.824 -4.292  -0.642
O -4.931 -6.559 -3.895  -0.491
C -5.834 -6.009 -4.854  -0.258
H -1.303 -6.401 -1.768  0.201
H -1.203 -5.762 -3.415  0.192
H -2.006 -4.815 -2.117  0.184
H -5.368 -5.964 -5.840  0.195
H -6.170 -5.019 -4.542  0.191
H -6.699 -6.667 -4.909  0.200

Net charge: +1
Gap between HOMO and LUMO (eV): 7.99
F_max (eV/A): 5.11
2S+1: 1
E (eV): -74830.416